1.
Formula: C9H8N2O4Pt
Source: OMol25
Level of theory: wB97M-V/def2-TZVPD

Structure (ORCA input):
```
! RIJCOSX wB97M-V def2-TZVPD def2/J DEFGRID3
* xyz 2 3
Pt 0.01412 0.07484 -1.06455
O 0.13190 3.15170 -0.61016
C 0.08988 2.03393 -0.89275
C -0.06349 -1.89546 -0.81193
O -0.10988 -2.98553 -0.41741
C 1.99553 -0.01435 -0.94244
O 3.07207 -0.05825 -0.53275
C -1.96622 0.14392 -0.90671
O -3.03826 0.17964 -0.47458
C 0.04998 0.72434 -4.20837
H -0.86180 1.34476 -4.22869
H 1.01592 1.25713 -4.20658
C -0.01390 -0.61741 -4.28381
H 0.89490 -1.23480 -4.33447
H -0.97794 -1.14176 -4.35635
N -0.54191 -0.93928 2.86765
C -0.41817 -0.79848 4.21043
C 0.27653 0.39366 4.42621
C 0.54323 0.89078 3.12093
N 0.03307 0.09139 2.16025
H -0.97160 -1.68681 2.33200
H -0.80138 -1.53235 4.90570
H 0.53890 0.83495 5.36589
H 1.10851 1.78342 2.88251
*
```

Lowest unoccupied orbital energy (spin up / spin down), Ha: -0.3322 / -0.4643
Energy above the lowest of the compared OMol25 structures with the same formula, charge and spin, kJ/mol: 0.0



2.
Formula: C9H8N2PdS5
Source: OMol25
Level of theory: wB97M-V/def2-TZVPD

Structure (ORCA input):
```
! RIJCOSX wB97M-V def2-TZVPD def2/J DEFGRID3
* xyz 0 3
Pd -3.94163 -10.91087 -4.13736
S -4.88023 -15.03452 -6.15336
C -4.61745 -13.59430 -5.44518
S -5.11726 -11.97648 -6.00429
S -3.54007 -13.14391 -4.09527
C -1.31225 -11.89364 -1.45342
C -1.96575 -10.63367 -1.66477
N -2.76946 -10.20661 -2.64322
C -3.03089 -8.85455 -2.54474
C -2.34234 -8.19413 -1.54203
S -1.31139 -9.32622 -0.71497
C -3.95509 -8.23372 -3.49536
C -4.25905 -6.92927 -3.45290
S -5.28649 -6.47675 -4.70869
C -5.38233 -8.15929 -5.19811
N -4.68157 -8.97134 -4.47049
C -6.41497 -8.51437 -6.19008
H -1.51153 -12.71894 -2.19233
H -1.52441 -12.45251 -0.55685
H -0.40348 -11.73248 -0.86040
H -2.23981 -7.08780 -1.28155
H -3.88323 -6.18927 -2.69043
H -7.17320 -7.68385 -6.34667
H -6.60222 -9.64787 -6.08271
H -6.30782 -8.62637 -7.22500
*
```

Lowest unoccupied orbital energy (spin up / spin down), Ha: -0.0128 / -0.0743



3.
Formula: C9H8N3O2
Source: OMol25
Level of theory: wB97M-V/def2-TZVPD

Structure (ORCA input):
```
! RIJCOSX wB97M-V def2-TZVPD def2/J DEFGRID3
* xyz -1 1
C -3.37002 0.50836 -0.69474
C -3.38103 -0.13047 0.53047
C 2.72060 -0.86628 -0.09271
C 2.10897 -0.24354 -1.25462
C 2.02645 -1.11243 1.04943
C 0.76396 -0.04795 -1.27082
C 1.02915 2.42803 0.35198
C 0.50559 -0.98888 1.08472
C -0.06031 -0.40309 -0.19383
N -2.13464 0.38220 -1.22944
N -2.17802 -0.59782 0.79255
N -1.40962 -0.22283 -0.23949
O 0.49022 2.23094 1.35033
O 1.55275 2.66837 -0.65063
H -4.22035 1.04760 -1.17673
H -4.00864 -0.34843 1.37674
H 3.70979 -1.03402 -0.25084
H 2.62950 0.21402 -2.08736
H 2.59778 -1.59890 1.75175
H 0.44853 0.38550 -2.21446
H -0.10496 -1.96784 1.18034
H 0.28432 -0.30251 1.88737
*
```

Lowest unoccupied orbital energy, Ha: 0.1281
Energy above the lowest of the compared OMol25 structures with the same formula, charge and spin, kJ/mol: 127.1



4.
Formula: C9H8N4O13PtS
Source: OMol25
Level of theory: wB97M-V/def2-TZVPD

Structure (ORCA input):
```
! RIJCOSX wB97M-V def2-TZVPD def2/J DEFGRID3
* xyz -2 3
Pt -0.42748 0.49223 -1.90678
N -1.75923 1.00278 -0.19321
C -2.37165 2.32264 -0.33009
C -2.75771 2.60766 -1.78438
C -1.56875 3.11180 -2.60122
O -1.61826 4.20965 -3.13841
O -0.50784 2.35976 -2.65413
H -2.43214 0.24686 -0.27307
H -1.19821 0.92866 0.65553
H -1.63344 3.04988 0.01295
H -3.24483 2.40772 0.32534
H -3.52499 3.37976 -1.82764
H -3.15740 1.69621 -2.23431
O -0.59260 -1.81258 -3.83555
S -1.36925 -1.80853 -2.61810
O -2.17091 -2.96965 -2.34948
O -0.42708 -1.49555 -1.41124
O -2.21827 -0.51123 -2.55819
O 3.18004 -3.80876 3.43000
N 3.40899 -3.25310 2.35798
O 4.24222 -3.67169 1.56310
C 2.60699 -2.11838 1.97839
C 2.78649 -1.53565 0.70828
C 2.05362 -0.43294 0.35007
C 1.14522 0.24081 1.29742
O 0.69507 1.37577 1.11252
C 0.89271 -0.55625 2.48767
C 1.64686 -1.66062 2.84881
N -0.17052 -0.18714 3.39365
O -0.16823 -0.66976 4.52475
O -1.07293 0.53873 3.00147
N 2.23299 0.05162 -0.95729
O 3.11445 -0.42628 -1.70406
O 1.44316 1.01396 -1.45927
H 3.47694 -1.96247 0.00003
H 1.46598 -2.15594 3.78843
*
```

Lowest unoccupied orbital energy (spin up / spin down), Ha: 0.1658 / 0.1650
Energy above the lowest of the compared OMol25 structures with the same formula, charge and spin, kJ/mol: 7.8



5.
Formula: C9H8NO3
Source: OMol25
Level of theory: wB97M-V/def2-TZVPD

Structure (ORCA input):
```
! RIJCOSX wB97M-V def2-TZVPD def2/J DEFGRID3
* xyz -1 1
C 2.76935 -2.23530 -0.27042
C 1.68043 -1.55558 0.18447
N 1.27553 -0.35509 -0.51795
O 2.48161 0.44126 -0.82748
C 2.94621 1.27778 0.39511
O 2.43609 0.96228 1.44753
O 3.77823 1.98807 -0.06584
C 0.13018 0.37606 -0.22351
C -0.84790 -0.09865 0.59370
C -2.07087 0.54185 0.79092
C -2.33235 1.74540 0.22985
C -1.34399 2.29716 -0.58408
C -0.18402 1.61971 -0.85696
H 2.99970 -3.23953 -0.01053
H 3.27250 -1.82601 -1.19064
H 1.08481 -1.69421 1.09908
H -0.69063 -1.02736 1.31751
H -2.64198 -0.11296 1.41502
H -3.16983 2.40738 0.56648
H -1.16543 3.35692 -0.92995
H 0.67657 2.08375 -1.41954
*
```

SMILES: C=CN(OC(=O)[O-])c1ccccc1
Lowest unoccupied orbital energy, Ha: 0.1311
Energy above the lowest of the compared OMol25 structures with the same formula, charge and spin, kJ/mol: 153.0



6.
Formula: C9H8O3
Source: OMol25
Level of theory: wB97M-V/def2-TZVPD

Structure (ORCA input):
```
! RIJCOSX wB97M-V def2-TZVPD def2/J DEFGRID3
* xyz 0 1
O 0.85573 -2.92162 -3.47559
C 0.33600 -2.68290 -2.48887
O -0.71260 -3.47862 -1.99863
C 0.56364 -1.43503 -1.67956
C -0.14241 -1.03746 -0.53553
C 0.05296 0.25555 0.24192
C 1.05255 1.20252 0.03266
C 1.02135 2.51134 0.53805
C 0.07341 2.85928 1.50046
C -0.80074 1.84485 1.90982
C -0.83456 0.50455 1.32226
O -1.72176 -0.36928 1.86930
H -0.63730 -3.46120 -0.99402
H 1.41810 -0.97533 -2.12209
H -1.02868 -1.68480 -0.30804
H 1.72795 0.90046 -0.77381
H 1.78689 3.28781 0.26233
H 0.01847 3.89155 1.99960
H -1.55574 2.08092 2.67098
H -1.47327 -1.29260 2.02876
*
```

SMILES: O=C(O)/C=C/c1ccccc1O
Lowest unoccupied orbital energy, Ha: -0.0182
Energy above the lowest of the compared OMol25 structures with the same formula, charge and spin, kJ/mol: 107.2



7.
Formula: C9H9AuF3I2LuO7S2
Source: OMol25
Level of theory: wB97M-V/def2-TZVPD

Structure (ORCA input):
```
! RIJCOSX wB97M-V def2-TZVPD def2/J DEFGRID3
* xyz 4 3
I -2.61853 1.55854 -1.07193
I 1.18812 0.96718 -3.89011
Lu 0.36590 -0.13615 -1.41930
Au -0.87803 0.91793 1.19951
S -0.09637 2.38311 -0.52249
C -0.03243 0.57145 2.91619
C -1.55403 -0.82125 1.82579
C 1.26696 3.48696 0.01116
C 1.92047 3.94513 -1.28846
C 2.23642 2.72559 0.88480
C 0.54651 4.62508 0.73401
C 0.76975 -2.67915 -1.00096
C 2.25983 -0.71038 0.06595
O -2.02898 -1.68643 2.40670
O 0.62813 0.27600 3.81405
O 1.32062 -3.68215 -0.87479
O 3.20177 -0.88141 0.70971
H 2.72565 4.65117 -1.05468
H 1.18311 4.45032 -1.92586
H 2.34374 3.09622 -1.84272
H 3.02923 3.41452 1.21084
H 2.70398 1.90718 0.32403
H 1.74248 2.29842 1.76329
H 1.26720 5.39348 1.03254
H 0.02831 4.26392 1.63093
H -0.18639 5.08439 0.05743
F -3.06329 -4.61053 -1.93269
C -2.41580 -3.48640 -2.29036
F -1.19049 -3.80627 -2.80196
F -3.11859 -2.86950 -3.26649
S -2.10529 -2.31550 -0.88552
O -3.36750 -1.84462 -0.39811
O -1.19574 -2.96250 0.03806
O -1.34648 -1.28054 -1.70517
*
```

Lowest unoccupied orbital energy (spin up / spin down), Ha: -0.6821 / -0.6811
Energy above the lowest of the compared OMol25 structures with the same formula, charge and spin, kJ/mol: 150.9



8.
Formula: C9H9BClN5O5S
Source: OMol25
Level of theory: wB97M-V/def2-TZVPD

Structure (ORCA input):
```
! RIJCOSX wB97M-V def2-TZVPD def2/J DEFGRID3
* xyz 0 1
O 0.21609 -1.12815 0.97643
O 2.70769 0.71603 0.06220
O 1.47240 2.40706 1.62386
Cl -2.39967 4.41313 -1.26109
N -1.11320 -1.33900 -4.96363
N -2.24054 -0.94030 -5.39672
N -0.36704 -0.94742 -3.97636
O 2.03572 -3.36880 4.71947
O 1.63868 -3.27874 2.32090
B 1.53747 -2.72489 3.60114
C 0.88352 -0.33709 1.59089
C -1.23134 -0.00167 -3.57116
C -1.78078 2.00967 -2.29446
C -0.47752 2.69629 -0.39998
C -0.10845 0.58089 -1.43066
C -1.51400 2.93554 -1.29516
C -1.10965 0.80152 -2.36552
C 0.19473 1.48872 -0.46415
N -2.35163 -0.01284 -4.43763
N 1.33756 -0.44952 2.87737
C 0.77650 -1.35386 3.80963
S 1.45434 1.20148 0.73834
H 2.35232 -4.25347 4.45347
H 1.21220 -2.63965 1.71590
H -2.52859 2.21704 -3.05746
H -0.21895 3.42253 0.36188
H 0.42716 -0.35314 -1.51837
H -3.27262 0.39868 -4.21345
H 1.89226 0.30093 3.32107
H -0.28609 -1.46094 3.62693
H 0.86143 -1.00000 4.84632
*
```

Lowest unoccupied orbital energy, Ha: -0.0263